{
  "formula": "C40H51Cl4N5O4P2Pd",
  "method": "wB97M-V/def2-TZVPD",
  "mol_weight_g_mol": 976.1,
  "orbital_gap_ev": [6.09, 4.74],
  "relative_energy_ev": 2.555,
  "fmax_ev_per_a": 4.03,
  "total_charge": 0,
  "spin_multiplicity": 3,
  "elements": ["Pd", "C", "P", "C", "N", "C", "C", "C", "C", "C", "C", "N", "C", "P", "C", "C", "C", "C", "C", "C", "C", "C", "C", "H", "H", "H", "H", "H", "H", "H", "H", "H", "H", "H", "H", "H", "H", "H", "H", "H", "H", "H", "H", "H", "H", "H", "H", "H", "H", "H", "H", "Cl", "C", "Cl", "C", "O", "O", "H", "C", "C", "N", "C", "C", "N", "C", "C", "H", "H", "H", "H", "H", "H", "H", "H", "H", "H", "H", "H", "Cl", "C", "C", "C", "C", "C", "Cl", "C", "N", "C", "C", "C", "C", "C", "C", "C", "C", "O", "O", "H", "H", "H", "H", "H", "H", "H", "H", "H", "H"],
  "positions_angstrom": [[-0.46, 0.00, -0.05], [-2.57, -2.55, 1.79], [-2.47, -1.17, 0.59], [-2.94, -2.10, -0.95], [-4.15, -2.55, -1.08], [-4.51, -3.15, -2.24], [-5.83, -3.60, -2.43], [-6.19, -4.19, -3.61], [-5.24, -4.36, -4.64], [-3.96, -3.92, -4.49], [-3.57, -3.31, -3.28], [-2.29, -2.89, -3.11], [-1.96, -2.32, -1.98], [-0.21, -1.80, -1.69], [0.37, -3.23, -0.69], [0.68, -2.13, -3.31], [0.57, -3.55, -3.88], [2.18, -1.88, -3.01], [0.16, -1.14, -4.37], [-3.98, -0.13, 1.00], [-4.13, 0.89, -0.13], [-5.29, -0.90, 1.22], [-3.66, 0.60, 2.31], [-3.46, -3.15, 1.61], [-2.60, -2.13, 2.80], [-1.67, -3.15, 1.72], [-6.54, -3.47, -1.62], [-7.21, -4.53, -3.76], [-5.54, -4.83, -5.57], [-3.21, -4.04, -5.27], [0.12, -4.18, -1.16], [-0.07, -3.17, 0.30], [1.45, -3.15, -0.57], [0.93, -4.29, -3.16], [1.22, -3.61, -4.75], [-0.44, -3.80, -4.17], [2.64, -2.79, -2.61], [2.36, -1.09, -2.29], [2.70, -1.63, -3.94], [-0.88, -1.35, -4.61], [0.75, -1.25, -5.28], [0.23, -0.10, -4.04], [-4.44, 0.40, -1.06], [-3.19, 1.41, -0.30], [-4.89, 1.62, 0.14], [-5.58, -1.49, 0.37], [-6.07, -0.17, 1.43], [-5.22, -1.55, 2.09], [-2.76, 1.20, 2.21], [-3.54, -0.10, 3.14], [-4.49, 1.26, 2.55], [4.14, -2.59, 1.58], [2.82, -2.24, 2.72], [3.40, -1.26, 4.09], [1.62, -1.54, 2.02], [0.54, -2.09, 2.24], [1.87, -0.53, 1.31], [2.49, -3.18, 3.13], [-0.41, 2.49, -1.98], [0.20, 3.48, -3.00], [1.60, 3.77, -2.66], [1.67, 4.18, -1.26], [1.22, 3.02, -0.32], [0.65, 1.93, -1.14], [1.72, 1.40, -1.99], [2.38, 2.54, -2.80], [-0.94, 1.67, -2.48], [-1.12, 2.99, -1.31], [-0.35, 4.42, -3.02], [0.19, 3.07, -4.01], [1.02, 5.05, -1.13], [2.69, 4.49, -1.04], [0.47, 3.37, 0.38], [2.06, 2.60, 0.23], [1.26, 0.67, -2.66], [2.44, 0.88, -1.35], [2.44, 2.28, -3.86], [3.40, 2.75, -2.45], [2.96, 4.38, 3.20], [4.13, 3.39, 2.41], [5.27, 3.99, 1.91], [6.16, 3.27, 1.13], [5.90, 1.94, 0.83], [4.78, 1.33, 1.35], [4.46, -0.32, 0.99], [3.89, 2.02, 2.19], [2.76, 1.38, 2.71], [2.34, 1.53, 3.98], [3.25, 1.87, 5.01], [2.81, 2.03, 6.29], [1.43, 1.88, 6.58], [0.54, 1.52, 5.58], [0.97, 1.30, 4.28], [0.04, 0.93, 3.21], [-0.42, 2.16, 2.35], [-0.30, 3.29, 2.82], [-0.92, 1.81, 1.25], [5.42, 5.05, 2.10], [7.04, 3.75, 0.74], [6.57, 1.37, 0.20], [2.30, 0.66, 2.12], [4.30, 1.96, 4.77], [3.51, 2.26, 7.08], [1.07, 2.04, 7.58], [-0.51, 1.40, 5.81], [-0.87, 0.50, 3.64], [0.46, 0.20, 2.52]]
}

***

{
  "formula": "C16H30O3P2Pd",
  "method": "wB97M-V/def2-TZVPD",
  "mol_weight_g_mol": 438.8,
  "orbital_gap_ev": [6.83, 6.84],
  "relative_energy_ev": 1.877,
  "fmax_ev_per_a": 2.21,
  "total_charge": 2,
  "elements": ["Pd", "C", "O", "C", "C", "O", "C", "C", "O", "C", "H", "H", "H", "H", "H", "H", "H", "H", "H", "H", "H", "H", "H", "H", "C", "P", "C", "C", "C", "C", "C", "C", "C", "P", "C", "C", "H", "H", "H", "H", "H", "H", "H", "H", "H", "H", "H", "H", "H", "H", "H", "H"],
  "positions_angstrom": [[-0.32, 0.44, -0.41], [-2.25, 0.36, -3.33], [-1.75, 1.17, -2.27], [-1.76, 2.57, -2.55], [-1.42, 3.31, -1.25], [-0.27, 2.82, -0.57], [1.01, 3.22, -1.07], [1.58, 2.23, -2.09], [1.70, 0.95, -1.48], [2.17, -0.04, -2.40], [-3.31, 0.57, -3.52], [-1.69, 0.53, -4.26], [-2.14, -0.68, -3.02], [-1.04, 2.81, -3.34], [-2.76, 2.88, -2.88], [-1.30, 4.38, -1.46], [-2.23, 3.17, -0.53], [0.95, 4.22, -1.51], [1.66, 3.24, -0.19], [0.93, 2.16, -2.98], [2.57, 2.58, -2.41], [3.10, 0.30, -2.88], [2.37, -0.94, -1.82], [1.43, -0.24, -3.18], [0.50, 1.76, 3.29], [-0.04, 0.57, 2.01], [-1.82, 0.36, 2.44], [0.79, -1.02, 2.37], [1.55, -1.21, 3.52], [2.18, -2.42, 3.76], [2.09, -3.45, 2.85], [1.35, -3.28, 1.69], [0.70, -2.08, 1.44], [-0.39, -1.92, -0.02], [0.15, -3.13, -1.27], [-1.90, -2.76, 0.61], [0.05, 1.46, 4.24], [0.13, 2.75, 3.03], [1.58, 1.79, 3.38], [-1.94, -0.38, 3.23], [-2.40, 0.08, 1.56], [-2.20, 1.32, 2.80], [1.64, -0.42, 4.25], [2.74, -2.56, 4.67], [2.58, -4.40, 3.03], [1.26, -4.08, 0.98], [-0.07, -4.15, -0.95], [1.22, -3.04, -1.47], [-0.40, -2.94, -2.20], [-1.61, -3.76, 0.94], [-2.64, -2.84, -0.19], [-2.34, -2.24, 1.45]]
}